Record 1
Formula: C5H9NO2
Source: OMol25
Level of theory: ωB97M-V/def2-TZVPD

```
17
Properties=species:S:1:pos:R:3
C -0.938 0.039 -0.678
C -0.243 1.039 0.351
C 1.189 1.152 -0.011
C 1.219 -1.159 -0.077
C -0.209 -1.000 0.219
H -2.595 -0.109 0.396
H -0.654 0.073 -1.760
H -0.712 2.040 0.446
H 1.839 1.379 0.837
H 1.386 1.963 -0.713
H 1.787 -1.384 0.868
H 1.296 -1.967 -0.737
H -0.709 -1.980 0.507
H 0.259 -0.151 2.088
N -0.436 -0.055 1.374
O -2.345 -0.001 -0.570
O 1.725 0.013 -0.727
```

Computed properties:
2S+1 = 1
LUMO = 0.97 eV
M = 115.1 g mol⁻¹
energy relative to the best compared isomer or geometry (same formula, charge and spin) = 61.1 kcal/mol

***

Record 2
Formula: C22H50P2RuSi2
Source: OMol25
Level of theory: ωB97M-V/def2-TZVPD

```
77
Properties=species:S:1:pos:R:3
P 2.332 3.003 0.400
P 2.952 -0.026 -1.995
C 3.820 2.509 -0.612
C 3.678 1.670 -1.891
H 4.578 2.058 0.031
H 4.275 3.475 -0.891
H 3.212 2.270 -2.672
H 4.704 1.550 -2.298
C 4.489 -0.984 -1.668
H 4.328 -2.069 -1.603
H 5.005 -0.670 -0.751
H 5.198 -0.812 -2.502
C 3.016 -0.181 -3.812
H 4.051 -0.274 -4.145
H 2.615 0.709 -4.296
H 2.484 -1.065 -4.179
C 3.179 3.859 1.784
H 2.426 4.255 2.468
H 3.741 4.702 1.371
H 3.856 3.208 2.328
C 1.918 4.525 -0.531
H 1.888 4.359 -1.617
H 2.699 5.281 -0.284
H 0.952 4.894 -0.197
Ru -1.104 0.031 1.109
C 1.414 -0.681 -1.629
C 1.076 -0.887 -0.117
C 1.913 -0.092 0.788
C 1.273 0.831 1.842
C 0.695 2.087 1.093
C -0.318 1.745 -0.008
C 0.272 1.554 -1.412
C 0.192 0.225 -2.159
C -2.698 0.873 2.003
H 1.488 -1.662 -2.133
H 0.707 -1.860 0.240
H 2.487 0.588 0.103
H 2.681 -0.748 1.257
H 0.633 0.270 2.604
H 2.132 1.199 2.446
H 0.230 2.779 1.833
H -1.166 2.458 -0.023
H 1.334 1.885 -1.339
H -0.209 2.298 -2.077
H -0.799 -0.323 -1.967
H 0.247 0.432 -3.227
H -3.617 0.298 2.202
H -3.009 1.712 1.353
H -2.390 1.298 2.957
C -1.884 -4.405 1.815
Si -2.061 -2.541 2.072
C -3.635 -2.276 3.069
C -0.643 -2.037 3.158
C -1.985 -1.564 0.416
Si -3.601 -1.571 -0.579
C -5.019 -0.604 0.177
C -3.304 -0.802 -2.255
C -4.195 -3.322 -1.003
H -2.017 -4.956 2.757
H -0.884 -4.681 1.462
H -2.604 -4.846 1.117
H -3.592 -2.898 3.974
H -3.741 -1.243 3.412
H -4.554 -2.563 2.544
H 0.295 -2.524 2.865
H -0.508 -0.939 3.150
H -0.885 -2.325 4.190
H -1.335 -2.215 -0.230
H -4.735 0.454 0.265
H -5.894 -0.658 -0.495
H -5.337 -0.984 1.157
H -2.334 -1.112 -2.659
H -4.056 -1.132 -2.993
H -3.342 0.296 -2.191
H -3.403 -3.938 -1.446
H -4.616 -3.886 -0.161
H -4.988 -3.286 -1.763
```

Computed properties:
2S+1 = 5
LUMO (alpha / beta) = -5.41 / -6.94 eV
expectation value of S² = 6.031
M = 533.8 g mol⁻¹
energy relative to the best compared isomer or geometry (same formula, charge and spin) = 64.2 kcal/mol
total charge = +2

***

Record 3
Formula: ClNa
Source: OMol25
Level of theory: ωB97M-V/def2-TZVPD

```
2
Properties=species:S:1:pos:R:3
Na -1.197 0.157 0.771
Cl 1.197 -0.157 -0.771
```

Computed properties:
2S+1 = 1
LUMO = -1.49 eV
M = 58.4 g mol⁻¹
energy relative to the best compared isomer or geometry (same formula, charge and spin) = 10.3 kcal/mol

***

Record 4
Formula: C4H7NO2
Source: OMol25
Level of theory: ωB97M-V/def2-TZVPD

```
14
Properties=species:S:1:pos:R:3
N 1.488 0.666 1.578
C 0.621 0.487 0.582
O -0.192 1.405 0.288
C 0.539 -0.803 -0.179
C -0.988 -0.840 -0.576
C -1.232 0.572 -0.933
O -1.407 -1.355 -1.721
H 1.481 1.531 2.100
H 2.131 -0.064 1.843
H 0.924 -1.657 0.388
H 1.100 -0.713 -1.118
H -1.540 -1.130 0.353
H -0.711 0.890 -1.829
H -2.213 1.012 -0.775
```

Computed properties:
2S+1 = 1
LUMO = 0.34 eV
M = 101.1 g mol⁻¹
energy relative to the best compared isomer or geometry (same formula, charge and spin) = 77.3 kcal/mol

***

Record 5
Formula: C7H17NO
Source: OMol25
Level of theory: ωB97M-V/def2-TZVPD

```
26
Properties=species:S:1:pos:R:3
C -1.797 0.082 -0.110
C -1.262 -0.402 1.229
C -2.438 1.458 0.015
C -2.757 -0.928 -0.722
C 0.586 -0.384 -1.588
N 0.745 -1.541 -1.577
H 0.458 -2.489 -1.387
H 2.105 -0.494 1.048
H -0.766 -1.367 1.116
H -2.070 -0.502 1.954
H -0.531 0.302 1.624
H -3.286 1.424 0.701
H -2.803 1.806 -0.951
H -1.713 2.179 0.391
H -3.619 -1.078 -0.069
H -2.270 -1.893 -0.863
H -3.125 -0.586 -1.688
C 2.689 0.423 0.878
C 3.857 0.122 -0.056
O 1.859 1.458 0.406
H 1.535 1.219 -0.476
H 3.059 0.763 1.848
H -0.890 0.268 -0.863
H 4.454 1.021 -0.202
H 4.492 -0.652 0.368
H 3.487 -0.208 -1.026
```

Computed properties:
2S+1 = 1
LUMO = 0.73 eV
M = 131.2 g mol⁻¹
energy relative to the best compared isomer or geometry (same formula, charge and spin) = 62.7 kcal/mol

***

Record 6
Formula: C34H38N3O3PPdS2
Source: OMol25
Level of theory: ωB97M-V/def2-TZVPD

```
82
Properties=species:S:1:pos:R:3
Pd 0.453 -0.670 -0.114
O 4.555 -2.149 0.088
S 3.164 -1.885 0.402
O 2.763 -0.478 0.189
O 2.229 -2.830 -0.160
C 3.046 -2.092 2.196
C 4.258 -2.261 2.870
C 4.292 -2.449 4.241
C 3.110 -2.473 4.966
C 1.910 -2.295 4.297
C 1.846 -2.101 2.918
P 0.176 -1.812 2.116
C -0.841 -3.129 2.894
C -0.327 -4.370 3.277
C -1.169 -5.432 3.581
C -2.546 -5.289 3.495
C -3.073 -4.067 3.087
C -2.234 -3.008 2.784
C -0.294 -0.356 3.157
C 0.093 0.903 2.701
C -0.202 2.044 3.433
C -0.899 1.953 4.631
C -1.289 0.704 5.097
C -0.983 -0.437 4.367
H 5.165 -2.251 2.284
H 5.245 -2.580 4.742
H 3.116 -2.621 6.039
H 0.986 -2.297 4.864
H 0.746 -4.512 3.337
H -0.737 -6.380 3.882
H -3.203 -6.120 3.721
H -4.143 -3.938 2.981
H -2.667 -2.079 2.425
H 0.614 0.979 1.748
H 0.106 3.010 3.051
H -1.141 2.847 5.194
H -1.835 0.611 6.029
H -1.299 -1.401 4.747
C 4.448 3.338 -4.618
C 3.430 3.711 -3.545
C 3.341 2.702 -2.404
C 2.885 1.302 -2.831
N 1.664 1.261 -3.615
C 0.428 1.541 -2.990
S 0.201 1.621 -1.367
N -0.603 1.399 -3.952
C -1.980 1.467 -3.484
C -2.485 2.882 -3.229
C -2.505 3.816 -4.438
C -1.146 4.407 -4.802
H 4.524 4.105 -5.394
H 4.187 2.400 -5.112
H 5.442 3.202 -4.183
H 2.439 3.822 -3.999
H 3.678 4.697 -3.140
H 2.653 3.070 -1.643
H 4.323 2.600 -1.925
H 2.743 0.689 -1.940
H 3.665 0.817 -3.427
H 1.736 1.733 -4.508
H -0.435 0.560 -4.499
H -2.113 0.881 -2.569
H -2.597 1.011 -4.267
H -1.903 3.334 -2.421
H -3.504 2.767 -2.843
H -3.195 4.642 -4.230
H -2.925 3.287 -5.302
H -0.721 4.937 -3.946
H -1.226 5.117 -5.630
H -0.440 3.624 -5.073
N -6.945 -2.008 -0.377
C -5.814 -1.779 -0.368
C -4.401 -1.496 -0.356
C -3.485 -2.447 -0.815
C -2.130 -2.165 -0.796
C -1.587 -0.936 -0.348
C -2.562 -0.014 0.100
C -3.923 -0.271 0.113
H -3.846 -3.403 -1.177
H -1.449 -2.944 -1.127
H -2.230 0.961 0.447
H -4.624 0.474 0.474
```

Computed properties:
2S+1 = 1
LUMO (alpha / beta) = 4.50 / 4.50 eV
M = 738.2 g mol⁻¹
energy relative to the best compared isomer or geometry (same formula, charge and spin) = 56.9 kcal/mol
total charge = -2